{"formula": "C3H6BrNSi", "method": "wB97M-V/def2-TZVPD", "e_above_lowest_kj_mol": 0.0, "s2": 2.005, "orbital_gap_ev": [6.4, 6.7], "multiplicity": 3, "species": ["C", "C", "C", "N", "Si", "Br", "H", "H", "H", "H", "H", "H"], "xyz": [[1.71078, 2.45380, -0.14184], [0.49410, -0.07046, -1.55406], [0.10787, 0.49018, 1.63849], [2.05404, 3.54020, -0.25161], [1.12459, 0.69231, 0.05908], [3.49707, -0.58877, 0.04306], [-0.20960, 0.57822, -2.06821], [1.32400, -0.26867, -2.22970], [-0.00047, -1.02009, -1.36104], [-0.92746, 0.76531, 1.44481], [0.11920, -0.53889, 1.98763], [0.47562, 1.12206, 2.44309]]}